Record 1
A molecular structure, C47H37Cl5InNO3P2, computed with the ωB97M-V functional and the def2-TZVPD basis.

Last column: Mulliken charge in e.
Element x y z (Å)
C 1.14 5.49 -2.22  0.721
C 4.41 -2.57 0.23  -1.573
C -0.92 0.70 4.31  0.118
H -4.73 0.97 1.02  0.424
H 2.73 1.22 4.75  0.475
Cl -1.88 3.01 0.42  -0.100
C 3.54 1.30 -1.25  0.682
C 4.45 2.31 -0.94  -0.388
O -1.67 0.14 0.69  1.081
H 0.98 -6.50 0.23  0.371
H 1.84 7.00 -3.42  0.219
C -0.24 6.03 -2.27  -1.086
H 3.05 5.74 -3.11  0.261
C -4.96 0.01 1.47  -1.131
C 2.30 3.04 1.36  -0.530
N 2.08 6.14 -2.91  -0.379
H 1.69 -4.25 -2.87  0.377
H 2.54 -5.60 -2.09  0.413
H 6.00 3.65 -1.67  0.463
H -5.99 -3.29 3.14  0.434
C 2.32 3.06 3.77  -0.464
C -0.59 -2.80 -0.27  -0.740
H 4.79 0.55 -4.31  0.464
P -2.74 -0.96 0.28  0.533
C -1.03 2.08 4.35  0.300
Cl -1.74 4.47 3.23  -0.150
Cl -0.91 2.98 5.75  -0.114
H -5.90 0.40 -3.27  0.424
C 3.68 0.69 -2.51  -0.664
H -7.67 -1.38 3.08  0.433
C -3.21 -0.34 -1.30  0.582
In 0.38 2.43 -1.71  1.012
C -6.65 -1.33 2.66  -0.731
C 2.20 -3.32 -0.38  0.711
H 2.21 3.61 4.70  0.457
C -2.89 -3.52 -0.50  -0.657
C -4.18 -1.16 1.28  0.740
C -1.32 2.84 3.16  0.188
H 0.80 -5.72 -2.53  0.406
C -4.52 -2.35 1.98  -0.508
H -6.78 0.78 2.15  0.424
C -2.19 0.14 -2.13  -0.461
H 2.63 -6.08 0.23  0.506
C -0.15 -4.13 -0.50  0.716
H 2.24 3.53 0.38  0.465
C 1.65 -5.67 0.34  -1.611
H 1.63 -5.27 1.37  0.401
H -0.68 5.98 -1.29  0.252
H 5.43 -2.83 0.39  0.441
C 4.68 1.06 -3.38  -0.613
C -1.44 2.18 1.93  0.502
H -5.39 -0.81 -1.20  0.359
C 2.20 3.71 2.56  -0.772
P 2.19 0.79 -0.12  1.411
Cl -0.36 -0.16 5.68  -0.125
C -6.18 -0.11 2.10  -0.567
H 1.80 4.73 2.56  0.445
H -3.18 -5.59 -0.83  0.442
O 0.33 -1.71 -0.18  0.247
H 3.88 -4.59 -0.38  0.356
C 1.31 -4.51 -0.70  1.788
H 4.51 2.78 0.07  0.301
Cl -1.27 -1.69 3.11  -0.111
H -4.08 1.53 -4.61  0.370
H 2.98 -0.10 -2.83  0.341
C -2.52 0.82 -3.30  -0.808
H -1.16 -0.02 -1.81  0.242
C -1.38 0.76 1.91  -1.702
C -2.44 -4.85 -0.58  -1.434
C 2.57 -0.93 0.06  0.250
C 2.61 0.94 2.66  -0.841
C -4.55 -0.33 -1.75  -0.407
H -0.89 5.48 -2.97  0.252
C 2.59 1.71 3.82  -0.976
H -3.96 -3.32 -0.55  0.666
H 2.79 -0.13 2.67  0.419
C 3.54 -3.58 -0.14  -0.867
C 1.71 -2.01 -0.19  -0.726
C -1.16 0.03 3.08  1.423
H -0.81 -6.17 -0.71  0.538
C 5.51 2.13 -3.10  -0.565
H 4.54 -0.47 0.75  0.558
C -1.95 -2.51 -0.15  1.073
H -3.88 -3.22 1.97  0.489
C 5.36 2.79 -1.89  -0.784
C -3.84 0.91 -3.72  -0.765
C 2.52 1.62 1.45  0.743
H -1.67 1.21 -3.87  0.528
C 3.92 -1.30 0.38  -0.313
C 1.62 -5.08 -2.19  -1.521
O 1.45 4.43 -1.56  -0.614
H 6.25 2.46 -3.83  0.412
C -1.09 -5.17 -0.63  -0.943
C -4.84 0.36 -2.94  -0.656
H -0.23 7.09 -2.58  0.406
C -5.73 -2.34 2.68  -0.661

Output
Highest occupied orbital energy   -0.4548 Eh
Max |F|   3.22 eV/Å
LUMO   -4.927 eV
Net charge   +2

---

Record 2
A molecular structure, C47H37F3N3SSbTeTi, computed with the ωB97M-V functional and the def2-TZVPD basis.

Last column: Löwdin spin population.
Element x y z (Å)
N -0.02 -1.42 -0.73  0.136
C 1.95 -2.88 -0.93  0.010
C -6.91 -3.53 0.45  0.000
C -3.47 -1.75 2.25  0.004
H 5.29 5.82 -3.89  0.000
H 2.13 1.32 -0.40  0.001
N 4.50 -2.73 -3.40  0.110
H -0.05 4.08 2.99  0.000
C -6.07 -4.35 1.50  0.000
H -4.23 -2.58 0.42  0.003
H 3.53 3.02 -0.12  0.000
H -7.68 -5.76 1.83  0.000
C 6.53 0.93 -2.32  0.000
H -5.76 -4.06 4.29  0.000
Te -4.06 -0.66 -2.28  -0.023
C -7.03 -5.08 2.42  0.000
C 2.74 0.65 0.12  0.002
C -4.18 -2.65 1.55  0.003
C -5.68 3.09 0.49  -0.001
Ti -1.79 -0.61 -0.45  1.141
C 8.66 -0.04 -3.20  0.000
H 6.63 -0.81 -3.54  0.000
C 3.87 3.67 -0.96  0.000
Sb 4.28 0.92 -2.51  0.000
H 9.19 2.88 -1.41  0.000
F 4.31 7.16 -1.87  0.000
C -2.23 0.08 2.46  0.005
H -6.03 4.00 0.97  0.000
C -1.36 1.26 0.57  -0.002
C -5.08 -3.41 3.67  0.000
H -4.46 4.33 -0.75  0.000
H -6.36 -3.38 -0.44  0.000
F 3.11 -0.87 3.33  0.000
C 0.80 -2.48 -0.24  0.175
H 0.20 4.27 0.43  0.000
H -5.93 -5.78 -0.15  0.000
H 4.94 -1.97 1.89  0.000
C -4.60 0.94 -0.95  0.000
C -6.05 1.80 0.83  0.000
H 6.83 2.94 -1.37  0.000
C 8.76 1.96 -1.89  0.000
C 4.42 -1.19 1.38  0.000
F 10.69 1.00 -2.79  0.000
C 4.92 5.26 -3.03  0.000
C 4.68 -0.71 0.14  -0.001
C -0.97 2.19 2.81  0.000
C -4.20 2.28 -1.24  0.000
C 2.27 -2.32 -2.18  0.211
C -4.30 -2.43 4.39  0.000
H 5.18 3.45 -4.10  0.000
S -2.57 -0.15 4.18  0.002
C 0.40 -0.83 -1.92  0.117
C 4.32 5.81 -1.92  0.000
C 7.36 1.99 -1.79  0.000
C -5.27 -5.37 0.62  0.000
H -3.45 2.44 -2.01  0.000
H 2.70 -3.67 -0.54  -0.002
H -0.23 0.00 -2.24  0.007
C 4.84 3.84 -3.15  0.000
C -5.07 -3.50 2.28  0.000
C 3.81 5.05 -0.92  0.000
H -6.78 1.69 1.63  0.000
C 3.54 -2.52 -2.79  0.036
C -4.78 3.33 -0.56  0.000
H -6.54 -5.64 3.20  0.000
C 7.27 -0.04 -3.04  0.000
H -1.07 2.12 3.93  0.000
H -4.44 -2.30 5.46  0.000
C 2.51 0.30 1.42  0.003
C -0.31 3.38 0.90  0.000
C -0.44 3.32 2.29  0.004
H -4.57 -4.81 0.03  0.000
C -0.64 2.29 0.03  0.007
H 1.74 -0.60 -3.46  0.000
H -7.78 -4.50 2.84  0.000
C 3.95 0.23 -0.50  -0.001
H -4.79 -6.18 1.18  0.000
C 3.33 -0.62 2.03  0.001
H -7.83 -4.20 0.20  0.000
C -3.52 -1.57 3.65  0.000
H 1.65 0.71 1.93  0.000
H -0.34 2.37 -1.02  0.001
C -5.54 0.74 0.10  -0.001
N -2.59 -0.80 1.60  0.008
H -7.15 -2.59 0.95  0.000
H -5.86 -0.31 0.23  0.000
H 0.50 -2.90 0.78  0.006
C 4.24 3.08 -2.14  0.000
C 1.58 -1.13 -2.52  0.033
H 9.16 -0.77 -3.77  0.000
H 3.30 5.41 -0.07  0.000
C 9.36 1.00 -2.62  0.000
C -1.43 1.19 1.97  0.004
H 5.50 -1.19 -0.45  0.000

Output
Highest occupied orbital energy (alpha / beta)   -0.2407 / -0.2969 Eh
Max |F|   3.73 eV/Å
LUMO (alpha / beta)   -0.911 / -0.925 eV
<S²>   2.03
Multiplicity   3